Record 1
26
Properties=species:S:1:pos:R:3:forces:R:3:mulliken_charge:R:1 method="wB97M-V/def2-TZVPD" total_charge=-1 e_above_lowest_kcal_mol=0.00 homo_lumo_gap_ev=9.59 lumo_energy_ev=3.199 total_energy_ev=-16684.4243
O -0.2643 0.1859 0.9012 0.4 -0.6 -0.5 -1.190
H -0.0957 -0.4817 0.2237 -0.4 0.0 -0.2 0.362
C 1.8059 0.3635 -2.6373 -0.2 -0.5 -0.1 -0.938
C 0.4568 1.0607 -2.6653 -0.3 -0.2 0.0 -0.230
O 0.2170 1.7381 -1.4544 -0.2 0.1 -0.2 -0.568
H 2.5523 1.0048 -2.1746 0.1 0.0 -0.1 0.248
H 2.1202 0.0195 -3.6276 0.1 0.2 0.0 0.363
H 1.7194 -0.5431 -2.0323 0.1 0.1 0.2 0.238
H -0.3396 0.3277 -2.8701 0.1 -0.1 0.1 0.246
H 0.3518 1.7751 -3.4868 0.3 0.2 0.2 0.328
H 0.0844 1.0922 -0.7292 0.0 0.4 0.2 0.253
O -2.7967 -1.8548 0.2867 0.0 -0.2 -0.1 -0.719
H -2.1302 -2.4408 0.6848 -0.1 0.3 0.0 0.399
H -2.4100 -0.9753 0.3953 0.0 0.0 0.1 0.356
O 2.4900 0.2531 0.9700 -0.1 -0.2 -0.3 -0.681
H 1.4959 0.2676 0.9065 0.3 0.3 0.4 0.459
H 2.6933 -0.5857 1.3918 0.0 0.0 0.1 0.276
O -0.3929 -2.6326 1.5689 0.4 0.0 -0.2 -0.724
H -0.0811 -1.7233 1.3538 -0.4 -0.1 0.5 0.289
H 0.2727 -3.2127 1.1860 0.0 0.0 0.1 0.327
O -0.3125 0.1678 3.6842 -0.1 -0.1 0.0 -0.660
H -1.2292 0.0514 3.9458 0.0 0.0 0.0 0.301
H -0.3335 0.1142 2.7042 0.1 0.1 0.0 0.353
O -2.1699 2.2269 0.7539 -0.3 -0.1 0.1 -0.682
H -2.1020 2.3560 -0.1962 0.2 0.0 0.0 0.310
H -1.6024 1.4456 0.9170 0.2 0.1 -0.1 0.285

=====

Record 2
49
Properties=species:S:1:pos:R:3:forces:R:3:mulliken_charge:R:1 method="wB97M-V/def2-TZVPD" total_charge=+1 e_above_lowest_kcal_mol=0.00 homo_lumo_gap_ev=8.75 lumo_energy_ev=-2.849 total_energy_ev=-193522.1998
Hf -1.0379 -1.1685 -0.0623 -0.9 -0.5 0.7 1.469
Se 1.5079 -1.0347 -0.7754 0.3 -0.1 0.0 -0.291
P 1.0647 1.1053 -0.7195 0.1 0.1 -0.2 0.199
Se -1.0951 1.3998 -0.8275 -0.1 0.2 -0.1 -0.434
C 1.8698 1.9060 -2.1098 0.0 0.2 -0.2 1.251
C 1.2194 2.9190 -2.8088 0.0 0.1 0.0 -0.377
C 1.8723 3.5782 -3.8403 0.0 0.0 0.0 -0.671
C 3.1712 3.2270 -4.1732 0.0 0.0 0.0 -0.465
C 3.8223 2.2151 -3.4781 0.0 0.0 0.0 -0.694
C 3.1758 1.5534 -2.4496 0.0 -0.1 0.1 -0.402
C 1.7141 1.7980 0.8093 0.1 0.2 0.2 1.146
C 2.9304 1.3403 1.3141 0.0 -0.1 0.0 -0.377
C 3.4719 1.9218 2.4487 0.0 0.0 0.0 -0.751
C 2.8022 2.9595 3.0840 0.0 0.0 0.0 -0.453
C 1.5912 3.4183 2.5860 0.0 0.0 0.0 -0.773
C 1.0460 2.8397 1.4491 0.0 0.1 0.0 -0.349
H 0.2029 3.1973 -2.5652 0.0 0.0 0.0 0.259
H 1.3624 4.3606 -4.3859 0.0 0.0 0.0 0.408
H 3.6795 3.7370 -4.9810 0.0 0.0 0.0 0.392
H 4.8331 1.9374 -3.7448 0.0 0.0 0.0 0.402
H 3.6879 0.7551 -1.9260 0.0 0.0 0.0 0.297
H 3.4512 0.5211 0.8336 0.0 0.0 0.0 0.275
H 4.4162 1.5639 2.8365 0.0 0.0 0.0 0.417
H 3.2310 3.4119 3.9687 0.0 0.0 0.0 0.430
H 1.0758 4.2329 3.0775 0.0 0.0 0.0 0.431
H 0.1036 3.2054 1.0616 0.0 0.0 0.0 0.355
C -1.0625 -1.1487 4.5227 0.0 0.1 0.1 -0.987
S -1.9581 -1.1177 2.9965 0.4 -0.1 -0.3 0.512
C -2.7852 0.4422 3.1184 0.0 0.1 0.1 -0.922
O -0.7957 -0.8315 1.9727 -0.5 -0.2 0.1 -0.384
H -0.4117 -0.2763 4.5700 0.0 0.0 0.0 0.305
H -0.4872 -2.0715 4.5459 0.0 0.0 0.0 0.377
H -1.7936 -1.1472 5.3317 0.0 0.0 0.0 0.437
H -3.4653 0.3790 3.9687 0.0 0.1 0.0 0.461
H -3.3460 0.5744 2.1953 0.0 0.0 0.0 0.293
H -2.0431 1.2285 3.2539 0.0 0.0 0.0 0.284
F -2.9981 -1.0762 0.2046 0.7 0.1 -0.1 -0.658
F -4.6323 -5.3732 -3.5346 0.0 0.0 0.0 -0.285
C -3.7546 -4.8598 -2.6815 -0.1 0.0 -0.1 0.697
C -3.2201 -3.6010 -2.9139 0.0 -0.1 -0.1 -0.437
F -3.5764 -2.8942 -3.9772 0.0 0.0 0.0 -0.275
C -2.3096 -3.1181 -2.0044 -0.1 -0.1 -0.2 0.614
F -1.7500 -1.8609 -2.1747 -0.1 0.0 0.0 -0.218
C -1.9016 -3.7973 -0.8718 0.3 0.1 0.5 0.495
O -1.0405 -3.2006 -0.0126 -0.4 0.3 -0.6 -0.841
C -2.4551 -5.0488 -0.6581 0.0 -0.2 0.0 0.263
F -2.1187 -5.7529 0.4189 0.0 0.0 0.0 -0.287
C -3.3722 -5.5753 -1.5576 0.1 0.0 0.1 0.123
F -3.8924 -6.7735 -1.3347 0.0 0.0 0.0 -0.263

=====

Record 3
53
Properties=species:S:1:pos:R:3:forces:R:3:mulliken_charge:R:1 method="wB97M-V/def2-TZVPD" total_charge=-1 s2=0.7550 e_above_lowest_kcal_mol=5.44 multiplicity=2 homo_lumo_gap_ev="8.22 / 8.09" lumo_energy_ev="2.090 / 2.099" total_energy_ev=-104058.1599
Co 0.4146 -0.6939 0.2569 1.0 1.3 -0.4 2.274
O 3.5729 -0.5744 2.8304 -0.2 0.0 -0.1 -0.780
C 2.5132 -0.2294 2.3168 0.1 0.1 0.0 -0.389
O 1.5665 -1.0098 1.9359 -0.3 -0.4 0.1 -0.832
C 2.1927 1.2727 2.2342 -0.2 0.0 0.0 -0.018
C 0.7323 1.5144 2.6833 0.1 0.2 -0.2 -0.099
C 0.5311 2.9697 3.1110 0.0 0.0 0.0 -1.023
C 0.5990 3.6967 1.7423 0.0 -0.1 0.1 -1.082
C 0.7478 2.5167 0.7751 0.1 -0.1 0.3 -0.467
O 0.0067 1.4669 1.4338 0.1 0.0 0.0 -0.368
C 2.1907 1.9571 0.8339 -0.2 -0.2 0.0 0.328
C 2.4078 1.1467 -0.4416 0.2 0.1 -0.3 -0.024
O 2.7352 1.8267 -1.4340 -0.2 -0.5 -0.1 -0.866
O 2.2015 -0.1183 -0.4654 -0.4 0.2 0.0 -0.848
H 2.8996 1.7717 2.8926 0.0 0.1 0.0 0.537
H 0.3474 0.7662 3.3671 -0.1 -0.1 0.0 0.619
H 1.2957 3.2943 3.8180 0.0 0.0 0.0 0.393
H -0.4468 3.0935 3.5774 0.0 0.0 0.0 0.373
H 1.4417 4.3834 1.6624 0.0 0.0 0.0 0.377
H -0.3175 4.2481 1.5328 0.0 0.0 0.0 0.330
H 0.3668 2.6791 -0.2234 -0.1 -0.1 -0.1 0.663
H 2.9163 2.7631 0.7794 0.0 0.1 0.0 0.754
N -0.1699 -2.8153 1.4848 -0.1 -0.4 -0.1 -0.236
N -1.4094 -2.7445 2.0608 0.1 -0.1 0.0 -0.250
C -2.2732 -1.7983 1.6630 -0.1 0.3 -0.1 0.425
N -3.5235 -1.9103 2.1740 0.0 0.0 -0.1 -0.459
N -1.8780 -0.9051 0.7643 0.2 -0.4 0.5 0.308
N -2.8275 0.0570 0.4497 -0.2 0.1 0.4 0.582
O -3.5058 0.5741 1.3415 0.2 -0.1 0.0 -0.779
O -2.9341 0.3596 -0.7065 0.1 0.0 -0.4 -0.558
H -0.1001 -3.3854 0.6507 0.0 0.0 0.0 0.304
H 0.5909 -2.8575 2.1425 0.1 0.2 0.0 0.292
H -1.8021 -3.5478 2.5216 -0.1 -0.2 0.1 0.188
H -3.6569 -2.5336 2.9503 0.0 0.0 0.0 0.208
H -4.0558 -1.0587 2.1730 -0.2 0.1 0.1 0.233
C -1.8662 -1.6720 -3.4132 0.0 0.1 -0.1 -1.743
C -0.4128 -1.2239 -3.4811 0.2 0.1 0.1 1.146
O -0.0227 -1.1547 -4.8577 -0.2 -0.1 0.1 -0.635
P -0.2012 0.4597 -2.7794 -0.6 -0.3 0.3 0.771
O 1.0608 1.0364 -3.4778 1.0 0.6 0.5 -0.663
O -1.4074 1.3573 -3.3536 0.0 -0.1 0.2 -0.609
O -0.2041 0.5575 -1.2840 -0.2 -0.3 -0.1 -0.547
P 0.6309 -2.4435 -2.5350 -0.3 -0.2 0.2 0.523
O 2.0996 -1.8249 -2.7406 0.2 0.2 0.3 -0.632
O 0.5183 -3.7683 -3.1788 0.1 0.1 0.0 -0.830
O 0.1876 -2.2788 -1.0902 0.3 -0.2 -0.2 -0.872
H -2.4819 -1.0523 -4.0701 0.0 0.0 0.0 0.399
H -2.2375 -1.6046 -2.3888 0.0 0.0 0.0 0.231
H -1.9196 -2.7092 -3.7454 0.0 0.0 0.0 0.449
H 0.9366 -1.2544 -4.9011 0.0 0.0 0.1 0.422
H 1.7797 1.3407 -2.8133 -0.5 -0.2 -0.3 0.553
H -2.1726 1.2561 -2.7601 0.2 0.1 -0.1 0.387
H 2.3427 -1.1963 -2.0183 -0.2 -0.2 -0.1 0.539

=====

Record 4
44
Properties=species:S:1:pos:R:3:forces:R:3:mulliken_charge:R:1 method="wB97M-V/def2-TZVPD" total_charge=+2 homo_lumo_gap_ev=4.71 lumo_energy_ev=-9.328 total_energy_ev=-36930.3714
Ir -0.0345 0.0286 0.0317 -0.3 0.6 0.5 1.171
O 4.1811 -5.0680 -3.5812 0.2 -0.6 0.0 -0.499
N 3.8759 -3.9331 -3.8122 -0.5 0.0 0.4 0.850
O 4.3874 -3.1638 -4.5831 0.4 0.4 -0.5 -0.506
C 2.7291 -3.4057 -3.0598 -0.8 -0.1 0.2 0.457
C 1.5688 -4.1064 -3.0536 0.6 0.2 -0.1 -1.111
C 0.4308 -3.6021 -2.3618 0.1 0.8 0.4 1.007
C -0.8051 -4.2719 -2.3432 -0.2 0.2 0.2 -0.480
C -1.8592 -3.7318 -1.6413 0.4 0.1 -0.1 -0.827
C -1.6651 -2.5253 -0.9660 -0.7 0.1 0.3 -0.099
N -0.5161 -1.8705 -0.9733 0.9 1.6 0.7 -0.531
C 0.5360 -2.3795 -1.6572 0.5 -0.7 -0.6 0.193
C 1.7745 -1.6578 -1.6526 0.4 -0.9 -0.7 0.386
N 1.8579 -0.4996 -0.9584 -1.9 0.1 0.8 -0.545
C 2.9968 0.1703 -0.9397 0.2 0.7 0.3 -0.148
C 4.1369 -0.2555 -1.6195 -0.3 -0.3 -0.1 -0.864
C 4.0806 -1.4253 -2.3405 0.1 0.4 0.2 -0.656
C 2.8841 -2.1633 -2.3705 -0.6 0.2 0.3 0.611
H 1.4994 -5.0476 -3.5790 0.0 -0.1 0.0 0.509
H -0.9140 -5.2024 -2.8764 0.0 -0.2 -0.1 0.510
H -2.8231 -4.2171 -1.5985 0.0 0.0 0.0 0.445
H -2.4771 -2.0841 -0.4015 0.0 0.1 0.0 0.501
H 3.0164 1.0848 -0.3639 -0.1 0.1 0.1 0.509
H 5.0387 0.3326 -1.5706 0.0 0.1 0.0 0.461
H 4.9444 -1.7629 -2.8904 0.1 -0.1 0.0 0.559
B -1.4972 2.5895 2.1152 -1.0 1.8 1.5 -0.286
N -0.8175 1.4071 2.7265 0.3 -0.5 1.3 0.430
C -0.7386 1.2811 4.0727 -0.1 0.1 -1.4 -0.291
C -0.0681 0.1205 4.3710 0.5 -0.9 -1.1 -0.796
C 0.2457 -0.4343 3.1244 0.4 -0.7 1.2 -0.119
N -0.2133 0.3529 2.1506 -0.4 0.7 -2.8 -0.406
N -1.5577 2.6940 0.6257 -0.5 0.9 -1.0 0.425
C -2.1650 3.7512 0.0360 0.7 -1.1 0.5 -0.290
C -2.0804 3.6075 -1.3273 0.7 -1.2 -0.6 -0.801
C -1.3876 2.4046 -1.5113 -0.4 0.7 -1.2 -0.117
N -1.0834 1.8722 -0.3271 1.2 -2.0 1.6 -0.398
H -2.6092 2.6794 2.5620 -0.3 -0.5 -0.2 0.001
H -1.0129 3.5952 2.5609 0.6 0.0 -0.2 0.001
H -1.1605 2.0192 4.7234 -0.2 0.3 0.0 0.468
H 0.1658 -0.2766 5.3358 0.1 -0.1 0.2 0.436
H 0.7709 -1.3466 2.9061 0.1 -0.1 -0.1 0.469
H -2.6125 4.5291 0.6196 -0.1 0.1 0.3 0.471
H -2.4561 4.2626 -2.0839 -0.1 0.1 -0.2 0.434
H -1.1079 1.9223 -2.4305 0.0 -0.1 -0.1 0.468

=====

Record 5
42
Properties=species:S:1:pos:R:3:forces:R:3:mulliken_charge:R:1 method="wB97M-V/def2-TZVPD" total_charge=+2 s2=15.7593 multiplicity=8 homo_lumo_gap_ev="3.81 / 4.02" lumo_energy_ev="-9.024 / -8.816" total_energy_ev=-47056.3225
C -4.1893 0.6877 3.6575 -0.5 0.4 -0.4 -0.827
C -2.7613 0.4277 2.8270 0.3 1.5 0.1 -0.473
O -2.6539 -0.9478 2.3162 1.7 0.1 1.5 -0.386
C -1.2640 -1.4790 2.5080 2.1 -2.7 4.3 0.264
O -1.0754 -2.2062 3.6167 -2.3 4.5 -6.0 -0.586
C -0.0368 -1.1258 1.4277 -1.6 0.1 0.6 0.114
C -0.1931 -2.2086 0.2071 -0.4 -1.1 -0.7 -0.565
C 0.9593 -2.1228 -0.9547 0.6 -0.1 -0.1 -0.572
B 1.4520 -0.5740 -1.3124 0.4 0.4 0.3 0.332
C 0.4924 0.5112 -2.1388 -0.7 0.2 -0.4 -0.429
C -1.1142 0.2936 -1.8996 0.1 -0.5 -0.5 0.063
C -2.0898 1.2732 -2.7811 -1.0 -1.1 0.9 -0.435
O -1.7601 2.7006 -2.6485 0.6 -1.9 1.7 -0.478
C 3.0102 -0.2039 -0.8127 -0.4 0.0 -1.4 -0.814
C 3.6402 1.1086 -1.5656 2.4 -1.5 0.4 -0.357
C 5.2980 0.9877 -1.3784 0.3 0.4 0.8 -0.816
I 3.1080 3.0013 -0.5105 -0.2 -1.1 -0.7 0.003
H -4.6168 -0.3370 4.0948 -2.7 6.2 -4.5 0.085
H -5.0337 1.1389 2.9742 1.8 -0.8 1.5 0.402
H -3.9711 1.3572 4.6132 -0.6 -1.1 -1.9 0.402
H -1.8376 0.6645 3.5366 -1.9 -0.4 -1.5 0.464
H -2.7823 1.1950 1.9321 0.2 -1.5 1.9 0.329
H 0.9669 -1.2258 2.0243 -2.1 0.1 -1.1 0.411
H -0.2516 0.0016 1.1007 0.6 -2.5 0.5 0.188
H -0.1293 -3.3045 0.6668 -0.3 2.4 -0.8 0.399
H -1.2402 -2.0784 -0.3391 2.2 -0.2 1.5 0.254
H 1.9185 -2.7499 -0.6206 -2.2 1.2 -0.7 0.275
H 0.5574 -2.5818 -1.9744 0.6 0.7 2.3 0.283
H 0.6803 0.3629 -3.3078 -0.3 0.3 2.3 0.284
H 0.7405 1.6307 -1.9052 -0.2 -2.1 -0.5 0.030
H -1.3478 0.4205 -0.7370 0.3 -0.2 -2.3 -0.271
H -1.3702 -0.8184 -2.2294 0.3 2.3 0.9 0.158
H -2.1290 0.8861 -3.8983 0.4 1.3 2.2 0.304
H -3.1922 1.1267 -2.3478 2.2 0.1 -1.0 0.238
H -1.4298 2.7889 -1.6898 -0.7 0.0 -2.2 0.291
H 3.6589 -1.1447 -1.1580 -1.2 1.9 0.8 0.306
H 3.1090 -0.1158 0.3499 -0.1 -0.1 -2.1 0.298
H 3.4492 1.1625 -2.7189 -0.2 0.1 2.4 0.409
H 5.8540 0.7802 -2.3905 -1.2 0.5 2.0 0.255
H 5.5555 0.1102 -0.6291 -0.6 1.7 -1.6 0.257
H 5.7191 1.9743 -0.8545 -0.8 -2.2 -1.5 0.296
Eu -3.6999 -1.3671 4.9499 5.0 -5.6 3.2 1.614

=====

Record 6
10
Properties=species:S:1:pos:R:3:forces:R:3:mulliken_charge:R:1 method="wB97M-V/def2-TZVPD" total_charge=0 e_above_lowest_kcal_mol=107.80 homo_lumo_gap_ev=10.51 lumo_energy_ev=-0.597 total_energy_ev=-45254.1264
C -0.4058 0.3466 -0.1242 1.8 -4.8 3.1 -0.830
C -1.8344 -0.0946 0.1650 -0.2 1.3 -1.0 0.509
N -0.2109 1.8032 -0.2451 0.3 -0.7 -0.9 1.103
O -1.1584 2.5222 -0.0234 1.1 0.4 0.3 -0.506
O 0.8824 2.0956 -0.6839 -0.1 0.6 0.3 -0.579
Cl -1.9634 -1.8365 0.0369 0.1 -0.1 0.0 -0.121
Cl -2.4087 0.4855 1.6772 -0.3 -0.1 1.2 -0.093
Cl -2.8379 0.7204 -1.1168 -0.3 -1.0 -0.2 -0.144
H -0.0906 -0.3206 -0.9611 0.1 1.6 0.1 0.349
H 0.3911 -0.3199 0.8807 -2.4 2.8 -2.9 0.312